Molecular formula: C7H6O
Method: DFT, ωB97M-V/def2-TZVPD

Summary:
ΔE to the lowest compared entry with this formula, charge and spin = 214.7 kcal/mol
Molecular weight = 106.124 Da
2S+1 = 1
Gap between HOMO and LUMO = 9.1 eV
E_LUMO = 0.186 eV
Calculated total energy = -345.18302 Eh

Element x y z (Å)
C: -1.884777 -0.046798 -1.052313
C: -1.191068 -0.497560 0.110323
C: -0.644408 -1.018038 -1.344589
C: 0.133597 0.312116 -0.593090
C: -0.742106 0.446993 -1.780682
C: 0.932996 0.605013 0.727973
C: 1.047133 -0.523245 1.686435
O: 1.539180 0.412339 -0.410625
H: -2.955439 -0.143975 -1.319624
H: -0.597769 0.869493 -2.819921
H: 1.070074 1.705751 1.002488
H: 0.664475 -1.412958 1.129869
H: 0.618889 -0.128624 2.636295
H: 2.009223 -0.580508 2.027460

Atoms 1-6, force components in eV/Å:
-1.16 1.45 0.49
-1.10 -1.51 0.13
1.31 -1.44 1.04
0.33 0.62 -1.57
0.82 2.62 -0.79
-0.93 2.82 2.48

These are the natural (NBO) partial charges, in e, on atoms 1 to 5: number 1, C, carries -0.2999; number 2, C, carries -0.0513; number 3, C, carries -0.1353; number 4, C, carries 0.1244; number 5, C, carries -0.2503

---

Molecular formula: CH4O2S
Method: DFT, ωB97M-V/def2-TZVPD

Summary:
ΔE to the lowest compared entry with this formula, charge and spin = 98.0 kcal/mol
Molecular weight = 80.108 Da
2S+1 = 1
Gap between HOMO and LUMO (alpha / beta) = 8.1 / 8.1 eV
E_LUMO (alpha / beta) = 0.190 / 0.191 eV
Calculated total energy = -589.01166 Eh

Element x y z (Å)
C: -0.143161 -0.301679 -0.193039
O: 0.219483 -0.180433 -1.518050
O: -1.367252 -0.139560 0.195611
S: 0.898897 -1.516467 0.792547
H: 0.793369 1.400717 0.402594
H: 1.199902 -0.224465 -1.397178
H: -1.724125 0.799892 -0.048017
H: 0.042724 -1.794340 1.692141

Atoms 1-6, force components in eV/Å:
3.98 2.47 1.17
0.23 -0.88 1.70
-2.18 1.88 -0.66
0.37 0.96 -2.52
-1.14 -1.92 -0.60
-0.81 0.28 -0.90

These are the natural (NBO) partial charges, in e, on atoms 1 to 5: number 1, C, carries 0.5351; number 2, O, carries -0.6863; number 3, O, carries -0.6957; number 4, S, carries -0.0171; number 5, H, carries -0.2989